(1)
{
  "formula": "C35H57NdO3PSi2",
  "method": "the ωB97M-V functional and the def2-TZVPD basis",
  "elements": ["O", "H", "H", "H", "C", "C", "C", "O", "H", "H", "H", "H", "C", "H", "C", "H", "C", "H", "H", "H", "H", "H", "H", "Si", "C", "H", "H", "H", "H", "H", "H", "C", "Nd", "H", "O", "H", "H", "C", "H", "C", "C", "H", "C", "H", "H", "H", "C", "H", "H", "H", "C", "C", "C", "H", "H", "C", "H", "C", "H", "H", "H", "C", "H", "H", "C", "H", "C", "H", "H", "C", "C", "H", "H", "H", "C", "C", "H", "C", "H", "H", "C", "H", "H", "H", "H", "C", "H", "C", "C", "H", "C", "Si", "C", "H", "H", "C", "C", "C", "P"],
  "positions_angstrom": [[1.7345, 3.8974, 1.5684], [0.5195, 5.4152, 3.5096], [1.2168, 2.2923, 0.1412], [-0.7306, 0.8004, -2.5282], [2.9825, 3.6504, 2.2604], [1.8955, 1.8546, -0.6535], [-2.8726, -2.5717, 2.4334], [0.6154, -1.6734, 3.5780], [3.9358, 4.6581, -0.2670], [0.4913, 4.1197, -2.6498], [1.7847, 5.3373, -2.6440], [-1.1533, 2.4484, -1.1519], [1.5446, -2.4741, 1.4753], [-2.1428, -3.1397, 3.0193], [-1.1306, 1.0431, 1.9138], [0.4023, 5.2870, 0.9458], [-0.8333, -5.4329, 1.4927], [2.2545, 2.0346, 3.5267], [2.0893, 5.8361, 0.8838], [4.0094, 1.8111, -3.3250], [4.6558, 4.5772, -1.8963], [-2.1509, 0.6456, 1.8629], [0.6969, -3.2621, -2.9205], [2.6430, 3.1900, -1.7972], [-2.5582, -2.2185, 1.1148], [3.7630, 2.8023, 4.0471], [-1.0009, -3.5662, -2.5199], [-4.3672, -2.5340, 3.9853], [-0.0490, 2.7574, 2.6957], [3.5749, 2.9903, 1.6096], [-0.6695, -7.3501, 2.4452], [1.3527, 5.2802, 1.4893], [0.6075, -0.4627, -0.2266], [-3.3299, 2.5533, 1.0293], [-0.7240, 1.3600, 0.5350], [-3.4964, -7.0939, -0.8070], [3.5338, 4.6004, 2.3829], [0.7950, -3.1587, 0.4690], [-1.1232, 3.3857, 0.3532], [3.5964, -3.3490, 0.5666], [2.9483, -2.5346, 1.4828], [0.4866, -1.2607, -5.8428], [-2.1163, -7.3808, 0.8330], [2.6962, 1.2316, -0.1938], [-0.4347, -3.7475, -4.1965], [-1.8076, -0.3284, -1.7402], [0.5438, -0.7078, -4.8937], [2.1517, 6.1228, 3.3212], [-3.4538, 3.0043, -0.6709], [1.5598, -0.8239, -4.4922], [-1.4665, -4.6766, 0.4848], [0.7965, -1.6089, 2.3999], [3.0533, 2.3427, -3.4165], [-1.1123, 1.9572, 3.8544], [4.6868, -3.4312, 0.5865], [-2.4155, -1.3739, -4.5651], [2.2841, 1.6250, -3.7292], [-1.1676, -6.7742, 1.6629], [0.7348, 6.9512, 2.6544], [-5.9890, -1.2031, 2.6372], [-1.8089, 2.9747, 2.5897], [-1.0144, 2.2563, 2.8071], [3.1598, 3.1055, -4.1995], [0.9149, -4.6028, -1.1493], [-2.9808, 2.2997, 0.0230], [-0.0602, -4.9782, 2.1158], [-4.1093, -2.2200, 2.9723], [-0.4807, 0.2283, 2.2682], [0.9635, 4.9143, -1.1263], [1.3409, 4.5095, -2.0740], [4.1830, 3.9893, -1.0990], [-2.3126, -1.7150, -5.6045], [1.3072, 1.2956, -1.4433], [2.2274, 3.6431, 4.2900], [-1.4863, 2.4627, -0.1113], [2.8685, -4.0978, -0.3681], [-2.3584, -8.4346, 0.9619], [2.7802, 2.9911, 3.6075], [-5.4029, -0.4990, 0.3181], [-3.1327, -2.0410, -4.0670], [-3.4825, -1.4795, 0.3459], [3.3860, -4.7751, -1.0476], [3.4874, -1.9343, 2.2099], [0.3778, 0.3568, -5.1081], [-3.2542, -1.2548, -0.7025], [-5.0186, -1.4765, 2.2145], [4.8982, 3.2356, -0.7477], [1.1836, 5.9672, 2.8318], [-4.6950, -1.0900, 0.9058], [-3.3214, 1.2911, -0.2389], [-2.7567, -6.6265, -0.1587], [-0.7434, -1.3563, -3.6904], [-0.7990, -0.2480, -2.1822], [-2.9516, -4.6809, -1.0957], [-2.8564, -0.3688, -4.5852], [-0.3317, -3.1441, -3.2812], [-2.4539, -5.2789, -0.3271], [1.4779, -4.0101, -0.4204], [-1.0859, -2.9327, 0.2432]],
  "atomic_forces_ev_per_a": [[0.36, 0.36, 0.36], [0.16, 0.04, -0.22], [1.01, -0.53, -0.99], [0.01, -0.14, -0.11], [-0.23, 0.24, -0.37], [-0.37, 0.18, -0.09], [-0.11, 0.14, -0.02], [0.12, -0.17, 0.75], [0.12, -0.09, -0.14], [0.11, 0.12, 0.07], [-0.14, -0.16, 0.09], [-0.11, -0.09, 0.18], [0.17, -1.47, 0.21], [-0.36, 0.19, -0.14], [-0.31, 0.33, 0.12], [0.12, -0.05, 0.05], [-0.25, 0.12, -0.51], [0.02, 0.13, -0.04], [-0.14, -0.15, 0.08], [-0.16, 0.04, -0.13], [-0.02, -0.09, 0.20], [0.11, 0.08, 0.14], [-0.09, 0.03, -0.11], [0.06, 0.47, -0.05], [0.29, 0.07, 1.06], [-0.07, -0.05, 0.04], [0.10, 0.12, -0.23], [0.07, 0.13, -0.29], [-0.08, -0.13, -0.09], [-0.08, 0.22, 0.10], [-0.18, 0.13, -0.25], [0.12, -0.22, 0.08], [-0.81, -0.57, 0.44], [0.03, -0.15, -0.18], [-0.81, -0.01, 0.18], [0.16, 0.08, 0.17], [-0.13, -0.37, -0.16], [0.48, 1.06, 1.89], [-0.13, -0.06, -0.08], [0.30, 0.06, -0.10], [-0.10, 0.03, -0.42], [0.09, 0.16, 0.22], [0.05, 0.42, -0.02], [-0.28, 0.19, -0.30], [0.07, 0.10, 0.22], [0.19, -0.01, -0.02], [0.07, 0.00, -0.02], [-0.23, -0.02, 0.01], [0.04, -0.11, 0.11], [-0.11, 0.04, -0.13], [-0.42, -1.07, -0.26], [-0.70, 0.77, -2.45], [0.08, 0.00, 0.13], [-0.06, -0.04, -0.13], [-0.38, 0.04, -0.01], [-0.04, 0.05, -0.04], [0.12, 0.16, -0.02], [-0.08, -0.11, -0.05], [0.13, -0.10, 0.10], [0.36, -0.08, -0.14], [0.09, 0.04, 0.11], [-0.13, 0.13, 0.16], [0.01, -0.23, 0.09], [0.22, 0.24, 0.31], [-0.19, 0.18, -0.12], [-0.27, -0.14, -0.13], [0.07, 0.02, 0.00], [-0.14, 0.31, -0.31], [0.09, -0.09, -0.25], [-0.10, -0.09, 0.03], [-0.12, -0.16, 0.07], [-0.04, 0.03, 0.20], [0.53, 0.67, 0.43], [0.02, -0.12, -0.09], [0.72, -0.62, 0.46], [-0.23, -0.09, 0.07], [0.05, 0.25, -0.05], [0.01, 0.09, 0.13], [0.22, -0.27, 0.18], [0.14, 0.13, -0.06], [0.68, -0.29, -0.03], [-0.13, 0.26, 0.13], [0.07, -0.26, 0.04], [0.05, -0.20, -0.01], [-0.09, -0.03, 0.45], [0.12, 0.10, -0.24], [-0.02, 0.20, -0.06], [-0.05, 0.13, 0.09], [-0.21, -0.12, 0.32], [0.18, 0.20, 0.04], [0.01, -0.10, 0.15], [-0.38, 0.08, -0.05], [0.19, 0.14, 0.10], [0.13, -0.25, 0.22], [0.07, -0.17, -0.04], [0.02, -0.19, -0.13], [0.55, 0.11, 0.39], [-0.14, 0.04, 0.03], [-0.16, -0.13, -1.36]],
  "mulliken_spin": [-0.002, 0.000, -0.009, -0.001, 0.000, 0.004, 0.002, -0.009, 0.000, 0.000, 0.000, 0.000, 0.001, 0.000, 0.008, 0.000, -0.001, 0.000, 0.000, 0.000, 0.000, 0.001, -0.001, -0.001, -0.004, 0.000, 0.000, 0.000, -0.001, 0.000, 0.000, 0.000, 3.065, 0.000, 0.003, 0.000, 0.000, -0.007, 0.000, 0.002, 0.001, 0.000, 0.000, 0.000, 0.000, 0.008, 0.000, 0.000, 0.000, 0.000, 0.002, -0.034, 0.000, 0.000, 0.000, -0.002, 0.000, 0.000, 0.000, 0.000, 0.000, 0.001, 0.000, 0.001, 0.000, 0.000, -0.001, -0.005, 0.000, 0.000, 0.000, 0.000, 0.000, 0.000, 0.000, 0.000, 0.000, 0.000, 0.000, 0.000, 0.001, 0.001, 0.000, 0.000, 0.000, 0.001, 0.000, 0.000, -0.001, 0.000, 0.000, -0.001, -0.034, -0.001, 0.000, 0.001, -0.002, 0.005, 0.005],
  "spin_multiplicity": 4,
  "s2": 3.764,
  "charge": 1,
  "lumo_ev": [-2.97, -2.87],
  "e_above_lowest_ev": 0.330,
  "energy_ev": -83675.488
}

=====

(2)
{
  "formula": "C35H57NdO3PSi2",
  "method": "the ωB97M-V functional and the def2-TZVPD basis",
  "elements": ["H", "C", "C", "C", "H", "C", "H", "H", "H", "C", "O", "C", "H", "H", "C", "C", "C", "H", "H", "H", "H", "C", "H", "H", "H", "H", "H", "C", "H", "H", "H", "H", "H", "H", "C", "C", "H", "H", "H", "H", "C", "H", "C", "H", "H", "C", "H", "C", "C", "H", "H", "C", "H", "O", "Si", "H", "H", "H", "H", "H", "H", "H", "H", "H", "H", "C", "C", "H", "H", "C", "O", "H", "H", "C", "H", "C", "H", "C", "C", "H", "H", "H", "C", "H", "C", "Nd", "C", "P", "C", "C", "H", "H", "Si", "C", "C", "C", "H", "C", "H"],
  "positions_angstrom": [[-2.5327, -2.0834, -4.6259], [4.6046, 0.7744, 1.2095], [-1.6774, -3.0812, -2.9152], [-0.6778, -3.0895, -1.9507], [-2.0155, -3.5125, 0.3787], [2.6989, -4.3067, 0.5433], [1.5297, 3.5444, 2.0076], [1.2021, 2.0269, -1.3566], [-4.3328, -2.9005, 2.8879], [-3.0494, 1.6037, -0.6885], [-0.2155, 2.3645, 0.1120], [-1.5324, -3.5162, 1.3632], [3.8849, -5.2488, -3.0370], [-2.1756, -3.0790, 4.6736], [-5.4833, 3.2763, -1.5667], [-1.3044, -0.4428, 1.7780], [0.1810, -0.9914, -2.8609], [3.5754, 0.6830, 3.1130], [-4.0661, 2.9993, 2.2018], [-6.5789, 1.3649, 1.1226], [-2.1626, 2.3244, -0.5264], [-3.9476, -2.0136, 2.3634], [-4.3320, -2.0403, 1.3352], [-5.3191, 4.0846, 1.5681], [-0.4543, 3.4724, -3.2989], [-3.0253, 0.6872, -0.0254], [-2.0405, 6.9986, -2.4526], [4.5843, 0.3966, -0.1372], [2.4448, -3.2587, -2.7074], [-1.9014, 0.4129, 2.1497], [-2.4095, -3.8920, -2.9344], [-0.5375, 6.5722, -1.5876], [-1.3486, 4.2583, -4.6359], [-0.8385, -0.2461, -4.6222], [-1.7457, -2.0582, -3.8652], [-2.3284, 5.6778, -0.7587], [2.3722, -4.0281, 1.5502], [-3.1373, 1.3061, -1.7560], [-0.7759, 4.0706, 1.1141], [-0.3208, -0.3444, 2.2742], [-1.5197, -2.3554, 4.1722], [-0.4459, -3.5305, 1.1999], [-4.3930, 3.5501, 1.3087], [-1.3873, 2.5529, 1.7922], [-4.9503, 4.2090, -1.8083], [2.5327, -0.4193, 1.5857], [-1.5395, -1.4260, 4.7552], [-1.6022, 6.7986, -1.4693], [-2.3655, 4.3461, -2.7706], [3.5223, -0.6830, -1.6793], [-3.6288, 4.3010, 1.0714], [3.9407, -5.7663, -0.9406], [-0.5232, 5.2559, -3.4311], [-2.0967, 4.3854, -1.3544], [-4.6982, 2.3818, -0.1293], [-2.9690, 3.4445, -2.9394], [3.7809, -6.0543, 1.1995], [-1.9918, 5.5808, 0.2824], [-4.3539, -1.1231, 2.8600], [-3.4152, 5.8782, -0.7453], [0.3323, 3.4191, 3.2963], [0.9659, 1.9481, 2.5706], [-2.9705, 5.2233, -3.0637], [-1.6985, 7.7124, -0.8773], [-5.4789, 2.6439, -2.4659], [3.5422, -0.3799, -0.6346], [1.0102, 0.2073, -2.6781], [1.7611, -0.7923, 2.2656], [5.3972, 0.6914, -0.8063], [-1.0866, 4.3257, -3.5750], [1.8825, 0.7048, -3.3201], [1.6126, 4.6562, 0.1220], [-0.4964, -2.7496, 4.2176], [3.5634, 0.3819, 2.0625], [0.4796, 4.5380, -1.2725], [2.3016, -3.5122, -0.5595], [5.4425, 1.3561, 1.5968], [-5.7806, 0.9758, 0.4763], [2.7415, -3.8652, -1.8513], [-6.2565, 0.4760, -0.3788], [2.2132, 4.1495, -1.4537], [-5.2098, 0.2251, 1.0409], [3.5547, -4.9855, -2.0345], [-1.8183, -4.4489, 1.8748], [1.1233, 2.6337, -0.4493], [-0.8994, 0.1680, -0.5350], [3.4970, -5.4324, 0.3465], [1.2819, -2.0370, -0.3003], [-0.4954, 3.0510, 1.3908], [0.2432, -2.0235, -1.8581], [1.8635, 2.2621, 0.2704], [-6.5295, 3.5354, -1.3381], [-2.0704, -2.0478, 2.3977], [1.3482, 4.0908, -0.7772], [2.5187, -0.8017, 0.2188], [0.6629, 2.9787, 2.3520], [-0.6115, -3.9232, -1.2478], [-0.8168, -1.0220, -3.8564], [4.5847, -6.6328, -1.0905]],
  "atomic_forces_ev_per_a": [[0.33, 0.01, 0.26], [-0.30, -0.13, -0.03], [-0.09, -0.29, -0.04], [0.20, 0.22, 0.14], [-0.02, -0.02, 0.16], [-0.26, 0.34, -0.43], [-0.08, -0.07, 0.08], [-0.19, 0.04, 0.25], [0.05, 0.23, -0.16], [0.31, 0.12, 0.37], [0.89, -0.04, 0.49], [0.04, -0.31, 0.05], [-0.03, 0.06, 0.20], [0.14, 0.09, -0.08], [-0.06, 0.16, -0.16], [-0.15, 0.21, -0.20], [0.90, -1.01, -0.49], [0.03, -0.14, -0.33], [-0.08, 0.11, -0.14], [0.17, -0.11, -0.14], [-1.54, -0.98, -0.33], [-0.07, 0.09, -0.05], [-0.01, 0.00, 0.15], [0.21, -0.17, -0.07], [-0.09, 0.16, -0.11], [-0.40, 0.82, -0.36], [0.18, 0.01, 0.16], [0.11, 0.06, -0.07], [0.08, -0.19, 0.16], [-0.03, -0.18, 0.12], [0.28, 0.25, -0.02], [-0.17, 0.09, 0.06], [0.17, -0.09, 0.07], [0.05, -0.16, 0.19], [-0.18, 0.26, -0.07], [-0.13, -0.40, -0.19], [0.08, -0.16, -0.33], [0.13, 0.02, 0.42], [0.17, -0.03, 0.18], [-0.17, -0.04, -0.14], [-0.02, -0.01, 0.11], [-0.31, -0.03, 0.14], [0.19, 0.02, 0.00], [0.26, 0.09, -0.11], [-0.18, -0.29, 0.09], [-0.26, -0.30, -0.74], [-0.03, -0.15, -0.08], [0.06, 0.26, 0.09], [-0.16, 0.18, 0.42], [0.12, 0.11, 0.19], [-0.19, -0.17, 0.07], [-0.27, 0.27, 0.08], [-0.06, -0.31, -0.04], [-0.18, 0.54, -0.16], [-0.33, 0.42, 0.37], [0.13, 0.17, -0.11], [-0.08, 0.26, -0.29], [-0.07, 0.08, -0.28], [0.04, -0.17, -0.04], [0.26, -0.03, 0.04], [0.06, 0.02, -0.04], [-0.11, 0.14, -0.18], [0.04, -0.45, 0.12], [0.04, -0.03, -0.08], [-0.08, 0.16, 0.15], [0.16, 0.17, 0.28], [-1.83, -0.27, 2.16], [0.22, 0.16, -0.28], [-0.27, -0.06, 0.28], [0.02, 0.05, -0.18], [0.77, 0.24, -0.81], [-0.19, 0.13, -0.17], [-0.13, 0.07, -0.04], [0.39, 0.12, -0.03], [0.19, -0.16, 0.15], [0.56, -0.85, -0.17], [-0.29, -0.11, -0.10], [-0.01, -0.04, -0.26], [-0.04, -0.10, 0.48], [0.05, -0.01, 0.23], [-0.26, 0.01, 0.14], [-0.18, 0.20, -0.08], [-0.03, 0.03, 0.25], [0.05, 0.20, -0.18], [0.09, 0.13, 0.04], [1.41, -0.66, -0.23], [0.13, 0.06, -0.18], [-0.67, -0.68, 0.96], [-0.09, -0.30, -0.77], [0.14, 1.11, -0.93], [-0.08, 0.02, -0.21], [0.31, -0.10, -0.07], [0.31, 0.18, 0.23], [0.28, 0.15, 0.09], [0.31, 0.46, -0.44], [-0.09, 0.04, 0.40], [-0.02, 0.31, -0.19], [-0.33, -0.32, 0.24], [-0.21, 0.21, 0.05]],
  "mulliken_spin": [0.000, 0.001, 0.006, 0.000, 0.000, -0.001, 0.000, -0.003, 0.000, 0.024, -0.010, 0.003, 0.000, 0.000, 0.000, -0.032, -0.017, 0.000, 0.000, 0.000, -0.014, -0.001, 0.000, 0.000, 0.000, -0.004, 0.000, -0.001, -0.001, 0.005, 0.001, 0.000, 0.000, 0.000, -0.006, 0.000, 0.000, -0.004, 0.000, 0.002, -0.002, -0.001, 0.000, 0.000, 0.000, 0.002, 0.000, 0.000, 0.000, 0.000, 0.000, 0.000, 0.000, 0.001, 0.000, 0.000, 0.000, 0.000, 0.000, 0.000, 0.000, 0.001, 0.000, 0.000, 0.000, 0.005, -0.033, 0.000, 0.000, 0.000, -0.010, 0.000, 0.000, -0.001, 0.000, 0.001, 0.000, 0.000, -0.001, 0.000, 0.000, 0.000, 0.000, 0.000, 0.002, 3.071, 0.000, -0.003, 0.005, 0.012, 0.000, 0.000, -0.002, 0.000, -0.006, 0.000, 0.000, 0.011, 0.000],
  "spin_multiplicity": 4,
  "s2": 3.770,
  "charge": 1,
  "lumo_ev": [-2.72, -2.58],
  "e_above_lowest_ev": 0.000,
  "energy_ev": -83675.818
}